# C41H42ClGe2N3OS2SiW

C41H42ClGe2N3OS2SiW as an isolated structure in a non-equilibrium geometry (ωB97M-V/def2-TZVPD, the Open Molecules 2025 dataset).

Last column: Mulliken spin population.
Geometry (Å):
1 W 0.232 -1.352 -1.089  0.827
2 C -4.283 -4.032 -2.144  0.002
3 S -3.090 -4.876 -1.092  0.000
4 C -1.740 -3.780 -1.038  0.026
5 S -1.804 -2.272 -1.948  -0.017
6 N -0.756 -4.222 -0.298  -0.001
7 N 0.294 -3.371 -0.258  -0.012
8 C 1.373 -3.704 0.311  -0.027
9 C 2.488 -2.758 0.205  0.044
10 C 3.760 -3.195 0.578  -0.013
11 C 4.876 -2.379 0.326  0.008
12 C 4.694 -1.203 -0.319  -0.012
13 C 3.352 -0.716 -0.731  -0.013
14 N 2.243 -1.577 -0.332  0.069
15 H -5.150 -4.691 -2.158  0.000
16 H -3.908 -3.913 -3.157  -0.001
17 H -4.570 -3.068 -1.730  -0.001
18 H 1.510 -4.687 0.749  0.000
19 H 3.867 -4.169 1.036  0.000
20 H 5.864 -2.706 0.623  0.000
21 H 5.531 -0.560 -0.566  0.001
22 H 3.323 -0.694 -1.829  -0.006
23 C 2.140 3.097 -4.480  -0.003
24 Ge 1.135 1.412 -4.638  0.006
25 C 2.260 0.017 -5.410  -0.001
26 C -0.477 1.703 -5.709  0.004
27 Ge 0.255 0.711 -2.452  0.040
28 C 3.144 0.708 -0.247  -0.016
29 C 3.387 1.782 -1.096  0.021
30 C 3.272 3.083 -0.620  -0.007
31 C 2.903 3.312 0.699  0.006
32 C 2.657 2.239 1.545  -0.002
33 C 2.781 0.942 1.072  0.019
34 C -0.971 2.076 -1.806  0.031
35 C -2.181 1.687 -1.217  0.019
36 C -3.055 2.636 -0.705  -0.004
37 C -2.718 3.983 -0.752  0.010
38 C -1.521 4.383 -1.329  -0.004
39 C -0.659 3.438 -1.869  0.001
40 H 3.171 2.932 -4.800  0.000
41 H 2.155 3.498 -3.468  0.000
42 H 1.696 3.846 -5.138  0.000
43 H 2.500 0.282 -6.442  0.000
44 H 1.756 -0.947 -5.401  0.000
45 H 3.196 -0.083 -4.856  0.000
46 H -0.184 2.088 -6.689  0.001
47 H -1.143 2.426 -5.237  0.000
48 H -1.023 0.769 -5.860  0.000
49 H 3.684 1.602 -2.127  0.001
50 H 3.484 3.918 -1.276  0.000
51 H 2.816 4.326 1.069  0.000
52 H 2.368 2.410 2.576  0.000
53 H 2.599 0.103 1.736  -0.001
54 H -2.440 0.638 -1.145  -0.021
55 H -3.990 2.322 -0.255  0.000
56 H -3.392 4.725 -0.340  0.000
57 H -1.265 5.436 -1.371  0.000
58 H 0.262 3.768 -2.332  0.003
59 O -0.432 -0.636 0.443  -0.011
60 Si -1.046 -0.480 2.039  0.020
61 C -0.529 1.181 2.673  0.000
62 C -0.297 1.338 4.044  0.000
63 C -0.039 2.591 4.583  0.000
64 C -0.020 3.708 3.756  0.000
65 C -0.247 3.568 2.393  0.001
66 C -0.494 2.313 1.855  0.004
67 C -0.245 -1.896 2.946  0.004
68 C -0.968 -3.030 3.327  0.000
69 C -0.333 -4.114 3.922  0.000
70 C 1.035 -4.077 4.153  0.000
71 C 1.769 -2.950 3.798  -0.002
72 C 1.130 -1.873 3.201  -0.001
73 C -2.885 -0.631 1.879  0.002
74 C -3.471 -1.752 1.279  -0.003
75 C -4.848 -1.855 1.151  0.001
76 C -5.664 -0.835 1.625  0.000
77 C -5.101 0.281 2.229  0.000
78 C -3.722 0.382 2.354  0.000
79 H -0.315 0.473 4.702  0.000
80 H 0.139 2.698 5.645  0.000
81 H 0.172 4.688 4.176  0.000
82 H -0.229 4.435 1.743  0.000
83 H -0.658 2.221 0.786  0.000
84 H -2.037 -3.072 3.160  0.000
85 H -0.909 -4.984 4.211  0.000
86 H 1.527 -4.918 4.627  0.000
87 H 2.833 -2.908 4.001  0.000
88 H 1.712 -0.991 2.945  -0.001
89 H -2.849 -2.564 0.920  -0.004
90 H -5.283 -2.736 0.695  0.000
91 H -6.740 -0.913 1.529  0.000
92 H -5.738 1.072 2.607  0.000
93 H -3.294 1.263 2.821  0.000
94 Cl 1.368 -2.340 -2.989  0.012

Summary:
* HOMO-LUMO gap (alpha / beta): 5.289 / 4.186 eV
* E_HOMO (alpha / beta): -9.60 / -9.59 eV
* multiplicity: 2
* E_LUMO (alpha / beta): -4.313 / -5.405 eV
* total charge: +1